{"formula": "C2H3O2P", "method": "ωB97M-V/def2-TZVPD", "charge": 0, "total_energy_ha": -569.72995, "homo_lumo_gap_ev": [8.125, 8.125], "elements": ["C", "C", "O", "O", "P", "H", "H", "H"], "positions_angstrom": [[0.778563, 0.312081, 0.864699], [-0.388003, -0.552735, 0.808596], [0.605925, 1.452670, 1.228172], [-1.126103, -1.182126, 1.507771], [-0.880163, -0.457113, -1.621399], [1.717739, -0.181213, 0.592568], [-1.252081, 0.943736, -1.528024], [0.544123, -0.335300, -1.852384]], "forces_ev_per_angstrom": [[-0.1, 0.7, 1.3], [-3.4, -2.1, -1.6], [0.6, -0.3, -0.5], [1.9, 1.5, -1.1], [0.7, 0.1, 2.2], [0.3, 0.3, -0.3], [0.6, -0.6, -0.1], [-0.7, 0.4, -0.1]]}